<P>
C3H5FO | ωB97M-V/def2-TZVPD

CARTESIAN COORDINATES (ANGSTROEM)
F (-1.14, -0.86, -0.03)
O (-0.40, 1.62, 0.38)
C (0.17, -0.38, -0.30)
C (0.37, 0.55, 0.92)
C (1.13, -0.93, -1.15)
H (-1.13, 1.11, -0.35)
H (2.25, -0.79, -0.84)
H (0.19, -0.04, 1.92)
H (0.65, -1.74, -1.56)
H (1.47, 0.81, 1.19)

Results
structure (SMILES): C=C(F)CO
total charge: 0
HOMO energy: -9.8 eV

=====

<Q>
C3H5FO | ωB97M-V/def2-TZVPD

CARTESIAN COORDINATES (ANGSTROEM)
F (1.27, 0.71, 2.29)
O (-0.91, 0.38, 1.89)
C (0.36, -0.09, 1.72)
C (-0.37, -0.17, -1.17)
C (0.75, 0.06, -0.62)
H (-1.22, -0.41, -0.59)
H (-0.58, -0.09, -2.17)
H (0.62, -1.15, 2.14)
H (1.78, 0.23, -0.95)
H (-0.69, 1.31, 2.28)

Results
total charge: 0
HOMO energy: -8.3 eV

=====

<R>
C3H5FO | ωB97M-V/def2-TZVPD

CARTESIAN COORDINATES (ANGSTROEM)
F (-2.24, -0.44, 0.08)
O (1.64, -0.49, -0.19)
C (0.31, -0.31, 0.41)
C (-1.01, -0.39, -0.41)
C (-0.13, 0.98, -0.11)
H (0.72, 1.39, -0.68)
H (-0.82, -0.69, -1.40)
H (0.26, -0.47, 1.47)
H (-0.51, 1.85, 0.63)
H (1.77, -1.43, 0.22)

Results
structure (SMILES): O[C@H]1C[C@@H]1F
total charge: 0
HOMO energy: -9.9 eV

=====

<S>
C3H5FO | ωB97M-V/def2-TZVPD

CARTESIAN COORDINATES (ANGSTROEM)
F (-2.43, 0.15, 0.23)
O (1.11, -0.44, -0.32)
C (-1.19, -0.29, -0.04)
C (-0.05, 0.36, -0.36)
C (2.30, 0.15, 0.33)
H (2.16, 0.32, 1.35)
H (-0.12, 1.44, -0.57)
H (3.05, -0.59, 0.23)
H (2.71, 1.02, -0.23)
H (-1.15, -1.32, 0.19)

Results
structure (SMILES): CO/C=C/F
total charge: 0
HOMO energy: -9.0 eV

=====

Energies relative to the most stable structure are <P> 1.679; <Q> 2.302; <R> 0.784; <S> 0.000, reported in eV.

=====

<P>
C29H35N6O3PSeZr | ωB97M-V/def2-TZVPD

CARTESIAN COORDINATES (ANGSTROEM)
Zr (0.44, -0.44, 0.92)
Se (-1.34, -0.07, -1.08)
P (0.27, 2.51, 0.87)
O (0.12, 1.31, 2.09)
O (1.37, 3.38, 1.58)
O (1.33, 1.39, 0.09)
N (-1.10, 2.13, -2.98)
N (0.49, -2.40, 2.03)
N (-1.63, -0.81, 1.79)
N (1.42, -1.89, -0.48)
N (-2.24, 0.44, -3.80)
N (2.21, -0.43, 2.32)
C (-3.21, -2.46, 2.55)
C (-2.60, 0.12, 1.91)
C (2.01, 1.91, -1.08)
C (-1.33, 3.71, -4.95)
C (1.75, -2.75, -2.70)
C (-1.55, 0.88, -2.74)
C (1.52, -1.71, -1.81)
C (1.33, 4.82, 1.71)
C (-3.88, -0.17, 2.36)
C (0.79, -2.05, 3.43)
C (-1.94, -2.08, 2.10)
C (2.87, -1.10, 4.53)
C (-2.91, -0.81, -3.98)
C (1.89, -4.04, -2.21)
C (-1.89, 3.75, -6.21)
C (-2.79, 1.50, -6.04)
C (1.82, -4.24, -0.84)
C (1.54, -3.29, 1.49)
C (2.00, -1.15, 3.45)
C (-4.19, -1.49, 2.69)
C (-2.60, 2.67, -6.75)
C (4.25, 0.40, 3.28)
C (-2.23, 1.44, -4.77)
C (3.33, 0.32, 2.25)
C (-1.51, 2.53, -4.24)
C (4.01, -0.31, 4.45)
C (1.59, -3.15, -0.01)
C (-0.18, 1.73, 3.44)
C (-0.82, -3.08, 1.91)
H (5.14, 0.99, 3.17)
H (-5.18, -1.75, 3.03)
H (2.69, -1.69, 5.42)
H (0.74, 2.02, 3.96)
H (1.95, -5.23, -0.42)
H (-0.08, -1.56, 3.89)
H (-4.61, 0.61, 2.45)
H (3.49, 0.84, 1.32)
H (-0.65, 0.89, 3.96)
H (4.70, -0.26, 5.28)
H (-3.42, -3.49, 2.78)
H (-2.35, 1.13, 1.61)
H (-2.75, -1.45, -3.12)
H (0.99, -2.95, 4.03)
H (-0.67, 2.74, -2.30)
H (-3.02, 2.76, -7.74)
H (1.37, -4.33, 1.78)
H (-0.91, -3.90, 2.63)
H (-3.99, -0.64, -4.10)
H (0.69, 5.27, 0.95)
H (-0.86, 2.59, 3.44)
H (1.41, -0.70, -2.17)
H (3.07, 1.67, -1.03)
H (-0.91, -3.51, 0.90)
H (0.97, 5.09, 2.70)
H (2.05, -4.87, -2.88)
H (2.35, 5.18, 1.59)
H (1.83, -2.55, -3.76)
H (-3.34, 0.68, -6.46)
H (-2.54, -1.30, -4.88)
H (-1.77, 4.65, -6.81)
H (1.92, 3.00, -1.13)
H (-0.80, 4.55, -4.54)
H (1.58, 1.48, -2.00)
H (2.52, -3.00, 1.89)

Results
total charge: +4
HOMO energy: -18.1 eV

=====

<Q>
C29H35N6O3PSeZr | ωB97M-V/def2-TZVPD

CARTESIAN COORDINATES (ANGSTROEM)
Zr (0.13, 0.50, 0.79)
Se (2.20, -0.64, -0.42)
P (1.36, 1.08, 3.57)
O (2.09, 2.18, 4.36)
O (2.02, 1.15, 1.94)
O (0.00, 1.80, 2.81)
N (-0.92, -0.86, 2.26)
N (0.07, 2.45, -0.34)
N (2.16, -2.63, -2.47)
N (1.10, -0.84, -3.10)
N (-1.03, -1.12, -0.48)
N (-2.08, 1.18, 0.66)
C (-2.29, -0.78, -0.82)
C (-0.57, 3.01, 3.41)
C (1.74, -1.43, -2.08)
C (1.76, -2.84, -3.79)
C (-1.01, -2.74, 3.72)
C (-2.17, 2.66, 0.60)
C (-0.97, 3.27, -0.07)
C (3.48, 0.90, 1.89)
C (-2.95, -1.36, 3.38)
C (0.78, -2.64, -6.34)
C (1.24, 4.30, -1.32)
C (-3.22, -1.69, -1.29)
C (-0.95, 4.62, -0.39)
C (2.62, 3.52, 4.06)
C (-0.33, -1.93, 2.84)
C (-2.85, 0.61, 1.83)
C (-0.69, -2.42, -0.60)
C (-2.62, 0.67, -0.64)
C (-2.21, -0.59, 2.50)
C (1.16, 2.97, -0.96)
C (-2.84, -3.01, -1.44)
C (1.97, -3.93, -4.64)
C (1.47, -3.80, -5.92)
C (0.58, -1.57, -5.49)
C (2.95, -3.61, -1.71)
C (-2.34, -2.44, 4.00)
C (0.17, 5.14, -1.02)
C (-1.56, -3.38, -1.08)
C (1.09, -1.70, -4.20)
H (2.17, 4.20, 4.77)
H (-2.97, 1.40, 2.57)
H (2.38, 3.79, 3.03)
H (-0.10, 3.19, 4.38)
H (-3.69, 0.85, -0.68)
H (-2.90, -3.05, 4.70)
H (-2.28, 3.06, 1.61)
H (-3.07, 2.96, 0.06)
H (3.16, -3.22, -0.72)
H (-1.22, -4.41, -1.16)
H (-3.99, -1.13, 3.57)
H (0.21, 6.19, -1.29)
H (0.74, 0.09, -3.09)
H (2.12, 4.67, -1.82)
H (-1.63, 2.84, 3.59)
H (1.97, 2.28, -1.16)
H (-4.22, -1.36, -1.54)
H (3.88, -3.79, -2.24)
H (-3.85, 0.34, 1.49)
H (2.50, -4.82, -4.33)
H (3.69, 3.47, 4.22)
H (-2.15, 1.25, -1.44)
H (-0.51, -3.58, 4.18)
H (0.07, -0.67, -5.83)
H (2.39, -4.54, -1.63)
H (-3.55, -3.75, -1.81)
H (0.71, -2.12, 2.59)
H (0.42, -2.59, -7.35)
H (1.60, -4.60, -6.63)
H (-1.80, 5.24, -0.16)
H (3.68, -0.16, 2.00)
H (0.30, -2.69, -0.28)
H (3.95, 1.46, 2.69)
H (3.83, 1.27, 0.93)
H (-0.40, 3.85, 2.75)

Results
total charge: +4
HOMO energy: -18.6 eV

=====

Energies relative to the most stable structure are <P> 0.000; <Q> 0.053, reported in eV.

=====

<P>
C6H13N | ωB97M-V/def2-TZVPD

CARTESIAN COORDINATES (ANGSTROEM)
N (-2.36, -0.31, -0.94)
C (0.70, 1.21, 0.53)
C (-0.06, 0.18, -0.28)
C (2.11, 1.56, -0.01)
C (0.37, -1.70, 1.42)
C (-1.23, 0.51, -0.85)
C (0.30, -1.27, -0.07)
H (0.71, 0.90, 1.57)
H (1.09, -1.12, 2.00)
H (0.13, 2.13, 0.42)
H (2.79, 0.72, 0.10)
H (1.24, -1.55, -0.56)
H (-1.47, 1.53, -1.07)
H (0.59, -2.76, 1.50)
H (-2.25, -1.30, -0.95)
H (-3.29, 0.04, -1.03)
H (2.10, 1.82, -1.06)
H (-0.48, -1.92, -0.47)
H (-0.60, -1.49, 1.87)
H (2.38, 2.46, 0.54)

Results
structure (SMILES): CCC(=CN)CC
total charge: 0
HOMO energy: -7.4 eV

=====

<Q>
C6H13N | ωB97M-V/def2-TZVPD

CARTESIAN COORDINATES (ANGSTROEM)
N (-0.69, -0.44, -0.78)
C (0.47, -0.28, 0.17)
C (-0.63, -0.06, -2.01)
C (-1.80, 1.02, 0.41)
C (1.83, -0.39, -0.52)
C (0.31, -1.40, 1.20)
C (0.17, 1.06, 0.75)
H (2.62, -0.35, 0.24)
H (1.04, -1.28, 2.01)
H (-0.69, -1.39, 1.65)
H (-1.90, 2.09, 0.54)
H (0.29, 1.18, 1.82)
H (-2.08, 0.50, 1.32)
H (-1.55, -0.06, -2.59)
H (1.93, -1.33, -1.07)
H (0.45, -2.38, 0.74)
H (-2.54, 0.81, -0.36)
H (0.51, 1.91, 0.16)
H (0.25, 0.36, -2.48)
H (2.01, 0.44, -1.20)

Results
total charge: 0
HOMO energy: -8.5 eV

=====

Energies relative to the most stable structure are <P> 0.000; <Q> 2.599, reported in eV.

=====

<P>
C6H13N | ωB97M-V/def2-TZVPD

CARTESIAN COORDINATES (ANGSTROEM)
N (0.10, 1.32, 2.20)
C (0.09, 0.36, -1.49)
C (-1.20, 0.62, -2.25)
C (-0.05, 0.28, 0.03)
C (-0.08, -1.14, 0.56)
C (1.31, -1.68, 0.93)
C (-0.15, 1.35, 0.81)
H (-1.49, 1.68, -2.23)
H (0.77, 1.18, -1.70)
H (-0.70, -1.14, 1.46)
H (-1.18, 0.23, -3.26)
H (1.34, -2.77, 0.97)
H (-0.26, 2.37, 0.48)
H (-0.52, -1.81, -0.17)
H (0.32, 0.42, 2.58)
H (0.56, -0.57, -1.81)
H (-0.45, 1.94, 2.77)
H (-2.08, 0.09, -1.85)
H (1.69, -1.27, 1.87)
H (1.99, -1.47, 0.11)

Results
structure (SMILES): CCC(=CN)CC
total charge: 0
HOMO energy: -7.7 eV

=====

<Q>
C6H13N | ωB97M-V/def2-TZVPD

CARTESIAN COORDINATES (ANGSTROEM)
N (0.52, 1.58, -0.64)
C (-0.34, -0.53, -1.22)
C (0.57, 2.86, 0.02)
C (-0.42, 0.76, -0.43)
C (0.96, -3.04, 0.37)
C (-1.59, 0.95, 0.53)
C (0.45, -1.75, 0.90)
H (1.31, -1.05, 0.97)
H (-0.14, 2.99, 0.85)
H (-0.17, -0.32, -2.27)
H (1.14, -3.55, 1.34)
H (-1.22, -1.18, -1.10)
H (0.57, -1.08, -0.93)
H (-1.25, 1.30, 1.50)
H (-2.11, 0.00, 0.69)
H (0.38, 3.64, -0.72)
H (1.58, 3.02, 0.40)
H (-2.29, 1.69, 0.13)
H (0.19, -3.63, -0.13)
H (1.90, -3.07, -0.19)

Results
total charge: 0
HOMO energy: -8.7 eV

=====

<R>
C6H13N | ωB97M-V/def2-TZVPD

CARTESIAN COORDINATES (ANGSTROEM)
N (-1.00, -0.61, -0.48)
C (-1.26, -1.96, 0.05)
C (-0.66, 0.37, 0.49)
C (-1.37, 1.69, 0.28)
C (1.32, 1.28, -0.90)
C (0.64, 0.17, -0.17)
C (1.63, -0.93, 0.16)
H (-0.53, -2.68, -0.32)
H (1.37, -1.44, 1.08)
H (1.64, 1.46, 0.18)
H (2.69, -0.64, 0.20)
H (-2.24, -2.33, -0.28)
H (-0.68, 0.04, 1.53)
H (-1.45, 1.93, -0.78)
H (1.52, -1.63, -0.68)
H (-1.26, -2.03, 1.16)
H (0.77, 2.17, -1.23)
H (-2.38, 1.61, 0.68)
H (-0.85, 2.50, 0.80)
H (2.10, 1.00, -1.66)

Results
total charge: 0
HOMO energy: -7.9 eV

=====

Energies relative to the most stable structure are <P> 0.000; <Q> 4.092; <R> 2.410, reported in eV.

=====

<P>
C6H13N | ωB97M-V/def2-TZVPD

CARTESIAN COORDINATES (ANGSTROEM)
N (-0.67, -0.43, -2.31)
C (-0.42, 0.30, -1.10)
C (-0.55, -0.64, 0.19)
C (1.34, 0.62, 1.44)
C (1.25, -1.84, 1.42)
C (0.80, -0.70, 0.94)
C (-1.18, 1.62, -0.88)
H (-1.06, 2.20, -1.80)
H (-0.89, -1.65, -0.03)
H (0.66, 0.57, -1.03)
H (-2.25, 1.48, -0.79)
H (-0.82, 2.26, -0.05)
H (2.05, -2.05, 2.11)
H (2.37, 0.46, 1.80)
H (0.91, 0.76, 2.46)
H (-1.31, -0.07, -3.00)
H (1.24, 1.52, 0.85)
H (-1.31, -0.22, 0.83)
H (-0.96, -1.39, -2.20)
H (0.80, -2.81, 1.18)

Results
structure (SMILES): C=C(C)C[C@H](C)N
total charge: 0
HOMO energy: -8.8 eV

=====

<Q>
C6H13N | ωB97M-V/def2-TZVPD

CARTESIAN COORDINATES (ANGSTROEM)
N (-0.22, 0.02, 0.48)
C (-1.45, 0.60, -0.04)
C (1.76, -0.62, -0.73)
C (2.14, 0.30, 0.43)
C (0.34, -1.07, -0.34)
C (-2.63, -0.34, 0.10)
C (0.83, 1.05, 0.65)
H (0.72, 1.50, 1.64)
H (-1.63, 1.50, 0.55)
H (-2.85, -0.55, 1.15)
H (2.43, -1.47, -0.85)
H (0.72, 1.82, -0.12)
H (-2.47, -1.26, -0.45)
H (-1.34, 0.92, -1.09)
H (-3.53, 0.14, -0.30)
H (2.94, 1.00, 0.19)
H (-0.28, -1.24, -1.21)
H (1.72, -0.05, -1.65)
H (2.40, -0.26, 1.33)
H (0.40, -1.98, 0.26)

Results
structure (SMILES): CCN1CCCC1
total charge: 0
HOMO energy: -8.2 eV

=====

Energies relative to the most stable structure are <P> 1.046; <Q> 0.000, reported in eV.